Entry 1:
C2H12N4O | ωB97M-V/def2-TZVPD

Each line ends with the Löwdin charge.
Geometry (Å):
C1 -1.46280 0.25030 -0.71994  -0.0703
C2 -2.48087 1.09344 -0.00837  -0.1388
N1 -0.47174 -1.15628 0.89064  0.0510
H1 -1.24019 -0.79894 1.44530  -0.0001
H2 -0.79393 -1.92455 0.31112  0.0110
H3 -0.98962 0.72077 -1.58058  0.0844
H4 -1.81711 -0.71887 -1.04086  0.0610
H5 -2.91108 0.57785 0.85169  0.0689
H6 -2.06342 2.04080 0.33674  0.0795
H7 -3.30929 1.33182 -0.68870  0.0860
N2 1.59255 0.35134 0.60723  -0.1884
N3 2.20222 -0.17307 -0.57837  -0.1656
N4 3.16238 -1.16674 -0.29330  -0.0231
O1 0.80539 1.40422 0.26128  -0.1273
H8 -0.05641 0.96308 -0.12695  0.0124
H9 0.85705 -0.40453 0.97860  0.0343
H10 2.64534 0.60677 -1.05545  0.1022
H11 2.67642 -2.04887 -0.16440  0.0587
H12 3.65514 -0.94856 0.57431  0.0640

Atoms 1-2, force components in eV/Å:
C -0.6 -1.3 0.1
C 0.2 0.0 0.3

Calculated values
- multiplicity = 1
- ΔE to the lowest compared entry with this formula, charge and spin (kcal per mole) = 175.85
- orbital gap (alpha / beta) (eV) = 6.3112 / 6.3772

=====

Entry 2:
C4H8O4 | ωB97M-V/def2-TZVPD

Each line ends with the Löwdin charge.
Geometry (Å):
C1 0.14090 0.57818 0.18975  -0.3971
C2 -0.29887 0.06111 -1.05132  -0.0164
C3 -0.75143 0.61936 1.38468  0.0248
C4 0.16660 -1.72960 -0.27609  -0.4236
O1 1.44230 0.83309 0.31054  0.1283
O2 1.32827 -2.16679 -0.80687  0.0691
O3 -0.66163 2.01266 -1.09033  -0.2468
O4 -0.58257 -2.42360 0.35391  0.0665
H1 1.64565 1.15577 1.19776  0.1355
H2 1.42521 -3.11803 -0.60815  0.1195
H3 0.06683 2.42029 -1.57715  -0.0009
H4 0.38391 0.02811 -1.88560  0.1205
H5 -1.34295 -0.17604 -1.16459  0.1252
H6 -1.28811 -0.32370 1.48636  0.0940
H7 -0.19396 0.81463 2.30278  0.0964
H8 -1.48015 1.41455 1.23431  0.1049

Atoms 1-2, force components in eV/Å:
C 0.0 1.7 -0.7
C 0.8 -3.0 1.2

Calculated values
- multiplicity = 1
- ΔE to the lowest compared entry with this formula, charge and spin (kcal per mole) = 118.95
- orbital gap (eV) = 8.2483

=====

Entry 3:
C44H90AsF18N7O8S4 | ωB97M-V/def2-TZVPD

Each line ends with the Löwdin charge.
Geometry (Å):
C1 7.74811 8.02282 -2.33631  -0.0598
C2 6.96123 6.82171 -1.66663  -0.2239
C3 5.83707 6.22341 -2.51614  -0.1142
N1 4.87313 5.15144 -1.89149  -0.2261
C4 5.62340 4.14429 -1.06485  0.0062
C5 3.90363 5.89563 -0.95899  -0.0657
C6 2.54504 5.78329 -1.64924  -0.1279
C7 2.61789 4.51903 -2.47571  -0.1374
C8 4.03168 4.51721 -2.97233  -0.1005
H1 6.93248 8.77978 -2.57427  0.0965
H2 8.32833 7.79860 -3.23440  0.0714
H3 8.45211 8.41966 -1.58672  0.0808
H4 6.44427 7.24202 -0.86737  0.0771
H5 7.56323 5.98138 -1.29808  0.1101
H6 6.26296 5.75176 -3.41094  0.1363
H7 5.10995 7.06387 -2.77046  0.1519
H8 4.83599 3.47255 -0.67803  0.0902
H9 6.14432 4.54103 -0.16729  0.1223
H10 6.30891 3.51247 -1.61719  0.1095
H11 3.99009 5.39688 0.06825  0.1185
H12 4.21892 6.90798 -0.95199  0.1094
H13 1.79927 5.75181 -0.91490  0.0719
H14 2.31969 6.62449 -2.30832  0.1299
H15 2.48066 3.68042 -1.87861  0.0749
H16 1.96988 4.43442 -3.34890  0.1350
H17 4.32997 3.50714 -3.20285  0.1380
H18 4.15949 5.13325 -3.81933  0.1162
C9 -1.13578 0.75034 -4.82353  -0.0686
C10 0.24239 0.06159 -4.63587  -0.2173
C11 0.04465 -1.12325 -3.74278  -0.1253
N2 1.31525 -1.96838 -3.40314  -0.2267
C12 2.37444 -1.05397 -2.81932  0.0304
C13 1.84168 -2.74694 -4.62552  -0.0582
C14 2.67441 -3.84316 -3.95541  -0.1352
C15 1.84113 -4.26964 -2.78765  -0.1711
C16 0.99813 -3.12198 -2.42815  -0.1105
H19 -1.07454 1.67269 -5.41343  0.0962
H20 -1.67594 0.88963 -3.93501  0.0124
H21 -1.79727 0.03212 -5.30551  0.0867
H22 0.79761 0.83235 -4.11966  0.0997
H23 0.76774 -0.23561 -5.53905  0.1156
H24 -0.65904 -1.76075 -4.24798  0.1276
H25 -0.40961 -0.78156 -2.77721  0.1347
H26 3.09900 -1.68861 -2.40799  0.0914
H27 1.95762 -0.24933 -2.15614  0.0864
H28 2.81842 -0.60380 -3.69188  0.0997
H29 2.37158 -2.00725 -5.16054  0.1116
H30 1.01920 -3.23829 -5.11312  0.1415
H31 3.62662 -3.44221 -3.59119  0.1224
H32 2.89407 -4.60995 -4.64158  0.1121
H33 2.53034 -4.54979 -2.04735  0.1033
H34 1.18804 -5.16694 -2.84475  0.1306
H35 1.07477 -2.59705 -1.42753  0.1354
H36 -0.05778 -3.26897 -2.61140  0.1222
C17 -2.47177 -2.00096 1.98354  -0.0588
C18 -3.38681 -1.89516 0.74984  -0.1896
C19 -4.30207 -3.13611 0.74826  -0.0914
N3 -4.90754 -3.52111 -0.59163  -0.2596
C20 -3.83836 -3.76565 -1.60487  0.0393
C21 -5.86539 -2.43468 -1.09093  -0.0874
C22 -6.75122 -3.11183 -2.12054  -0.1337
C23 -6.81588 -4.59710 -1.74039  -0.1189
C24 -5.82170 -4.71561 -0.52484  -0.0812
H37 -1.70189 -2.71447 1.87913  0.0409
H38 -3.05226 -2.19466 2.87109  0.0822
H39 -1.96191 -1.07663 2.19904  0.0631
H40 -2.75272 -1.80583 -0.10902  0.0898
H41 -3.97878 -1.00928 0.82807  0.0546
H42 -5.21760 -2.98137 1.33751  0.1378
H43 -3.80643 -4.03135 1.15614  0.1280
H44 -4.30798 -4.21389 -2.47659  0.1116
H45 -3.06699 -4.38866 -1.20938  0.0894
H46 -3.44135 -2.81734 -1.89652  0.0807
H47 -5.26347 -1.57631 -1.35183  0.0922
H48 -6.38368 -2.12615 -0.17645  0.1299
H49 -6.32011 -3.04491 -3.07620  0.0918
H50 -7.68416 -2.55893 -2.37017  0.1400
H51 -6.54811 -5.29301 -2.49880  0.0930
H52 -7.83066 -4.99668 -1.39382  0.1424
H53 -5.31700 -5.63145 -0.43604  0.1223
H54 -6.44378 -4.55407 0.35618  0.1341
C25 -2.29039 3.05865 4.60915  -0.0815
C26 -2.69838 3.18673 3.12605  -0.1592
C27 -2.20248 4.58215 2.60707  -0.1474
N4 -2.05538 4.86966 1.20144  -0.2733
C28 -1.27056 3.88410 0.44367  -0.0029
C29 -3.46681 4.94672 0.54691  -0.0381
C30 -3.15053 5.71608 -0.75584  -0.1329
C31 -1.81300 6.47193 -0.56478  -0.1147
C32 -1.48389 6.27905 0.96263  -0.0381
H55 -2.98197 2.54736 5.25040  0.0653
H56 -2.10188 3.98671 5.21838  0.1005
H57 -1.37068 2.50801 4.63367  0.0488
H58 -3.77703 3.18128 2.90330  0.1062
H59 -2.25444 2.39473 2.49011  0.1046
H60 -1.24148 4.82484 2.98666  0.1184
H61 -2.92885 5.31029 2.93582  0.1339
H62 -1.76468 2.93944 0.52106  0.0544
H63 -0.24148 3.84389 0.76333  0.0746
H64 -1.27410 4.09595 -0.60153  0.0922
H65 -3.79513 3.90070 0.54055  0.0948
H66 -3.93596 5.65050 1.19229  0.1253
H67 -3.33340 5.05334 -1.60526  0.0826
H68 -3.98629 6.44766 -0.92507  0.1356
H69 -1.00990 6.06138 -1.14952  0.0861
H70 -1.82420 7.54353 -0.81775  0.1225
H71 -0.43421 6.15768 1.11448  0.1007
H72 -1.88037 7.03074 1.63849  0.1418
C33 4.89479 -3.37916 3.79031  -0.0811
C34 3.77879 -4.26233 4.38365  -0.2313
C35 3.59884 -5.44420 3.47135  -0.1392
N5 2.87464 -6.59220 4.10876  -0.2875
C36 3.80735 -7.27265 5.03873  0.0366
C37 2.37546 -7.56312 3.05697  -0.0983
C38 1.31947 -8.40440 3.82834  -0.1188
C39 0.71126 -7.44014 4.90975  -0.1010
C40 1.56466 -6.17144 4.74829  -0.1033
H73 5.90738 -3.75574 3.97375  0.0826
H74 4.73195 -2.33577 4.18885  0.1018
H75 4.75948 -3.42701 2.73084  0.0590
H76 2.90162 -3.67601 4.50737  0.1047
H77 4.08196 -4.50681 5.40244  0.1073
H78 4.54294 -5.86899 2.99055  0.1678
H79 2.91178 -5.26205 2.60893  0.1236
H80 3.23266 -8.07742 5.45387  0.0950
H81 4.20340 -6.58740 5.80086  0.1170
H82 4.59125 -7.66690 4.43577  0.1031
H83 3.18248 -8.17252 2.62886  0.1509
H84 1.79723 -6.99599 2.33909  0.0715
H85 1.85801 -9.18040 4.32922  0.0896
H86 0.64599 -8.79749 3.02374  0.1314
H87 0.91191 -7.87443 5.89146  0.1076
H88 -0.35764 -7.08548 4.83866  0.1408
H89 1.80384 -5.69053 5.65169  0.1192
H90 1.16413 -5.47043 4.03578  0.0994
C41 -7.54813 1.31851 0.00839  -0.7360
F1 -8.32725 1.61636 1.03356  0.1663
F2 -7.91622 0.12801 -0.37914  0.1475
F3 -7.83083 2.12179 -0.98642  0.1622
S1 -5.71673 1.32829 0.41328  0.7005
O1 -5.48162 2.72315 0.75363  -0.2941
O2 -5.69337 0.24282 1.38350  -0.2884
N6 -5.21278 0.82997 -1.06504  -0.2843
S2 -3.76677 0.98188 -1.45421  0.5016
O3 -2.94072 1.42803 -0.37327  -0.3008
O4 -3.33214 -0.11043 -2.24248  -0.2740
C42 -3.70660 2.43711 -2.67860  -0.6583
F4 -4.05997 2.02042 -3.87899  0.1533
F5 -4.43709 3.50014 -2.33009  0.1323
F6 -2.45506 2.84982 -2.80422  0.1236
C43 2.04428 3.44082 3.52087  -0.6085
F7 1.99465 4.60153 4.18438  0.1339
F8 2.91328 2.63544 4.06545  0.1838
F9 0.77027 2.95374 3.50847  0.0989
S3 2.54877 3.84880 1.66763  0.5800
O5 1.97564 5.13892 1.41615  -0.3026
O6 3.96252 3.71093 1.62022  -0.2853
N7 1.78972 2.79916 0.77270  -0.3180
S4 2.12552 1.26889 0.50894  0.5956
O7 3.00640 0.98644 -0.58472  -0.3011
O8 2.39655 0.46662 1.67615  -0.2700
C44 0.40239 0.82621 -0.07442  -0.6890
F10 -0.44996 0.75247 0.96570  0.1324
F11 -0.02443 1.65236 -0.97250  0.1705
F12 0.49478 -0.39684 -0.59430  0.1107
As1 0.00369 -5.50653 0.61169  0.7698
F13 1.77788 -5.57268 0.59709  -0.2666
F14 -0.19126 -5.67961 -1.08868  -0.2314
F15 -1.75387 -5.25751 0.64823  -0.2659
F16 0.19665 -5.36203 2.37465  -0.2647
F17 0.12550 -3.82302 0.39482  -0.2313
F18 -0.13107 -7.20856 0.85295  -0.2210

Atoms 1-2, force components in eV/Å:
C -1.5 -0.3 0.4
C 0.4 -0.9 -1.2

Calculated values
- multiplicity = 1
- orbital gap (eV) = 10.5112
- total charge = +2

=====

Entry 4:
C15H16N6O6 | ωB97M-V/def2-TZVPD

Each line ends with the Löwdin charge.
Geometry (Å):
C1 -2.25085 -2.34956 2.16073  -0.1696
C2 -2.34174 -0.80271 1.94904  -0.2105
C3 -0.92951 -0.37157 1.85083  -0.0697
C4 -0.05554 -1.40164 2.10511  -0.2813
N1 1.27174 -1.33416 2.13473  -0.0983
C5 2.14323 -2.46020 2.42676  -0.1524
C6 3.55513 -1.94608 2.11968  -0.1561
C7 3.44937 -0.41429 2.06482  -0.1534
C8 1.96052 -0.08488 1.88279  -0.1545
C9 -0.76841 -2.70936 2.37751  -0.1267
H1 -2.85575 -2.66753 3.01262  0.0999
H2 -2.62154 -2.86186 1.26865  0.1010
H3 -2.92561 -0.56116 1.05249  0.0952
H4 -2.85889 -0.34664 2.80506  0.1007
H5 -0.63418 0.65834 1.66092  0.0756
H6 2.05932 -2.75685 3.48765  0.1212
H7 1.87880 -3.34743 1.83059  0.1167
H8 4.26441 -2.29014 2.87413  0.1054
H9 3.87105 -2.33635 1.14677  0.1077
H10 3.78966 0.02276 3.00836  0.1067
H11 4.03410 0.01612 1.25079  0.1048
H12 1.74766 0.28354 0.86279  0.1049
H13 1.62730 0.69893 2.58386  0.1258
H14 -0.59179 -3.05805 3.40811  0.1179
H15 -0.44130 -3.51499 1.70211  0.1109
O1 -2.26805 2.27887 -6.44178  0.1019
N2 -2.17516 2.60670 -5.27243  -0.1486
C10 -1.46794 2.17736 -4.16602  -0.0461
C11 -1.83480 3.00147 -3.08182  -0.1274
N3 -2.74156 3.94755 -3.46432  0.1614
O2 -2.94058 3.69730 -4.79855  0.0465
C12 -1.21723 2.76613 -1.77744  -0.0370
N4 -1.52081 3.51736 -0.57871  -0.3080
O3 -2.43927 4.35398 -0.55185  0.0967
O4 -0.80312 3.26949 0.42683  0.0367
C13 -0.25738 1.74262 -1.63721  0.1371
C14 0.06859 0.96930 -2.75906  -0.0889
N5 0.94628 -0.10789 -2.89695  -0.1533
O5 1.68734 -0.67252 -2.10560  0.0923
O6 0.87429 -0.52956 -4.23450  0.0508
N6 -0.02729 0.23533 -4.95300  0.1644
C15 -0.50553 1.13831 -4.04079  -0.1236
H16 0.24503 1.54397 -0.69367  0.1232

Atoms 1-2, force components in eV/Å:
C -0.2 0.1 -0.2
C -0.6 -0.6 0.3

Calculated values
- multiplicity = 1
- orbital gap (eV) = 4.7263